The following is a DFT calculation (ωB97M-V/def2-TZVPD) of a structure of composition C70H61N12O3SSb2Ti in a non-equilibrium geometry.

Atoms and positions in Å:
Ti (-0.144, 1.087, 1.333)
C (1.086, 4.142, 1.468)
O (0.909, 2.915, 2.237)
C (0.097, 3.214, 3.364)
C (0.550, 3.951, 4.434)
C (-0.326, 4.281, 5.460)
C (-1.654, 3.889, 5.386)
C (-2.118, 3.148, 4.311)
C (-1.241, 2.796, 3.286)
N (-1.560, 2.033, 2.171)
N (-2.811, 1.583, 2.065)
C (-3.153, 0.743, 1.055)
C (-2.334, 0.302, -0.038)
O (-1.023, 0.604, -0.118)
C (-2.884, -0.506, -1.043)
C (-4.165, -0.965, -0.978)
C (-5.008, -0.619, 0.110)
C (-6.323, -1.128, 0.212)
C (-7.118, -0.809, 1.278)
C (-6.630, 0.035, 2.291)
C (-5.356, 0.539, 2.218)
C (-4.518, 0.233, 1.123)
H (0.117, 4.597, 1.284)
H (1.728, 4.823, 2.022)
H (1.555, 3.874, 0.528)
H (1.584, 4.274, 4.473)
H (0.032, 4.849, 6.309)
H (-2.341, 4.167, 6.176)
H (-3.150, 2.838, 4.233)
H (-2.228, -0.803, -1.853)
H (-4.547, -1.615, -1.753)
H (-6.683, -1.787, -0.570)
H (-8.123, -1.209, 1.346)
H (-7.266, 0.286, 3.130)
H (-4.957, 1.172, 2.997)
C (-4.158, 3.385, -2.835)
N (-2.941, 3.510, -2.036)
C (-2.800, 3.395, -0.706)
N (-1.527, 3.501, -0.368)
C (-0.927, 3.708, -1.570)
N (-1.735, 3.711, -2.604)
C (-4.226, 2.055, -3.562)
C (-5.377, 1.280, -3.512)
C (-5.419, 0.045, -4.146)
C (-4.306, -0.450, -4.799)
C (-3.151, 0.327, -4.860)
C (-3.125, 1.585, -4.267)
C (-1.940, -0.172, -5.503)
N (-1.716, -1.318, -6.050)
N (-0.405, -1.308, -6.482)
C (0.080, -0.151, -6.186)
O (-0.837, 0.623, -5.549)
C (1.439, 0.356, -6.370)
C (2.385, -0.419, -7.034)
C (3.684, 0.040, -7.148)
C (4.056, 1.253, -6.585)
C (3.117, 2.046, -5.937)
C (3.527, 3.364, -5.324)
N (3.651, 3.344, -3.865)
C (2.794, 2.937, -2.919)
N (3.306, 3.148, -1.720)
C (4.522, 3.685, -2.003)
N (4.770, 3.820, -3.286)
C (1.802, 1.597, -5.845)
H (-4.179, 4.214, -3.540)
H (-5.003, 3.481, -2.157)
H (-3.633, 3.272, -0.031)
H (0.131, 3.902, -1.674)
H (-6.240, 1.630, -2.954)
H (-6.328, -0.544, -4.102)
H (-4.316, -1.428, -5.265)
H (-2.229, 2.183, -4.321)
H (2.087, -1.376, -7.444)
H (4.422, -0.551, -7.676)
H (5.083, 1.592, -6.665)
H (2.806, 4.136, -5.593)
H (4.506, 3.663, -5.683)
H (1.828, 2.497, -3.111)
H (5.231, 3.992, -1.250)
H (1.042, 2.218, -5.384)
C (4.375, -0.832, 0.193)
C (4.921, -0.604, 1.605)
C (4.280, 0.483, 2.478)
Sb (2.186, 0.013, 2.692)
C (2.722, -2.032, 3.180)
C (3.281, -2.296, 4.432)
C (3.736, -3.568, 4.751)
C (3.666, -4.594, 3.819)
C (3.153, -4.335, 2.558)
C (2.687, -3.063, 2.248)
C (1.823, 0.398, 4.779)
C (2.312, 1.508, 5.456)
C (1.992, 1.719, 6.792)
C (1.182, 0.819, 7.465)
C (0.696, -0.303, 6.803)
C (1.015, -0.510, 5.468)
Sb (2.278, -0.952, -0.653)
C (0.875, -2.687, -0.894)
C (0.562, -3.855, -0.208)
C (-0.457, -4.687, -0.668)
C (-1.167, -4.368, -1.816)
C (-0.839, -3.218, -2.523)
C (0.170, -2.388, -2.058)
C (3.273, -2.027, -2.256)
C (3.433, -1.535, -3.546)
C (4.079, -2.299, -4.516)
C (4.576, -3.551, -4.200)
C (4.420, -4.053, -2.911)
C (3.767, -3.297, -1.952)
H (4.860, -1.718, -0.208)
H (4.664, 0.004, -0.456)
H (5.983, -0.363, 1.485)
H (4.891, -1.541, 2.156)
H (4.419, 1.482, 2.062)
H (4.721, 0.455, 3.474)
H (3.377, -1.505, 5.164)
H (4.153, -3.754, 5.734)
H (4.020, -5.586, 4.071)
H (3.119, -5.120, 1.811)
H (2.321, -2.877, 1.251)
H (2.972, 2.204, 4.950)
H (2.381, 2.587, 7.311)
H (0.939, 0.978, 8.508)
H (0.081, -1.025, 7.327)
H (0.656, -1.401, 4.970)
H (1.078, -4.146, 0.697)
H (-0.690, -5.593, -0.118)
H (-1.970, -5.009, -2.157)
H (-1.361, -2.973, -3.443)
H (0.427, -1.496, -2.628)
H (3.047, -0.553, -3.804)
H (4.185, -1.911, -5.522)
H (5.085, -4.142, -4.952)
H (4.800, -5.035, -2.658)
H (3.634, -3.706, -0.953)
N (-4.573, -2.956, 4.777)
C (-3.943, -3.233, 3.626)
S (-4.405, -4.533, 2.719)
C (-2.821, -2.339, 3.229)
C (-2.401, -1.260, 4.003)
C (-1.426, -0.409, 3.538)
N (-0.836, -0.545, 2.337)
C (-1.179, -1.641, 1.627)
C (-2.139, -2.536, 2.035)
H (-5.367, -3.525, 5.016)
H (-4.479, -2.065, 5.235)
H (-2.809, -1.068, 4.988)
H (-1.102, 0.426, 4.139)
H (-0.668, -1.778, 0.689)
H (-2.382, -3.394, 1.424)

Atomic forces in eV per Å
3.15 1.33 0.23
0.20 -0.06 -0.21
-0.55 0.29 0.52
-0.42 0.14 -0.06
0.23 0.06 -0.11
-0.03 0.03 0.06
-0.01 0.00 0.08
-0.01 -0.15 -0.09
0.13 0.41 0.06
-0.89 -0.23 0.06
-0.35 0.20 0.23
0.33 0.04 -0.22
-0.76 0.34 0.28
-1.26 -0.57 -1.64
0.21 -0.10 -0.16
-0.05 -0.02 -0.05
-0.02 0.08 0.19
0.03 -0.04 -0.08
-0.11 -0.03 -0.02
0.12 0.02 -0.02
0.01 -0.01 -0.03
0.15 0.02 -0.08
-0.10 -0.05 0.00
0.04 -0.05 0.06
0.16 -0.12 -0.09
-0.02 -0.01 -0.05
-0.01 -0.01 -0.04
0.03 -0.02 -0.02
0.01 0.02 0.02
-0.02 0.04 -0.01
-0.01 -0.02 -0.03
0.00 0.03 0.05
0.04 0.01 -0.01
0.03 -0.01 0.01
-0.08 0.04 0.01
0.25 -0.25 -0.12
-0.23 0.02 0.22
0.04 0.02 -0.12
0.04 0.37 -0.35
0.11 0.01 0.14
-0.02 0.11 -0.02
0.00 0.02 0.08
0.01 0.06 0.06
-0.13 -0.08 0.06
0.07 -0.09 -0.13
0.01 0.20 0.15
-0.01 -0.09 0.05
0.30 -0.12 -0.20
-0.20 -0.05 0.14
0.25 0.00 -0.21
-0.31 -0.16 0.22
-0.02 0.21 0.02
0.05 0.24 0.15
-0.15 -0.09 -0.01
0.06 0.01 -0.09
0.02 0.04 -0.03
-0.02 -0.07 0.28
-0.22 -0.02 -0.05
0.01 -0.27 -0.15
0.05 0.09 0.12
0.00 -0.11 0.16
-0.16 0.02 0.01
0.05 0.05 -0.01
0.00 -0.07 -0.15
0.02 0.07 0.01
-0.01 0.05 0.03
0.01 -0.10 -0.02
-0.01 -0.11 -0.03
0.03 -0.02 -0.06
0.06 0.01 -0.01
-0.01 0.06 0.01
0.05 0.03 0.00
0.03 0.04 0.00
-0.02 -0.01 0.02
-0.04 -0.01 0.01
0.01 0.08 -0.02
0.03 0.06 -0.04
0.03 0.02 -0.12
-0.02 -0.03 -0.04
0.03 -0.02 0.05
-0.16 -0.28 0.38
-0.14 0.12 -0.01
-0.09 -0.03 -0.29
1.10 -0.67 1.14
-0.14 0.02 -0.13
0.01 0.00 -0.10
0.02 0.02 0.01
-0.01 -0.01 -0.01
0.01 0.00 0.00
0.00 0.05 0.14
-0.19 0.14 -0.19
0.13 -0.05 -0.07
0.05 0.00 0.06
-0.03 -0.04 0.02
0.04 0.01 -0.06
-0.04 0.14 0.06
0.51 -0.24 -1.06
0.16 0.16 0.52
-0.05 -0.02 -0.02
0.03 -0.02 0.00
0.00 0.03 0.03
-0.01 -0.03 -0.02
0.01 0.04 0.01
0.08 0.41 -0.31
-0.05 0.05 0.12
-0.01 0.00 -0.03
0.00 -0.04 0.07
-0.05 0.08 -0.04
0.00 0.05 0.02
0.00 -0.02 -0.07
-0.19 0.02 -0.05
-0.01 0.02 0.02
0.05 -0.06 -0.01
-0.07 0.01 -0.04
-0.07 0.07 0.04
-0.02 -0.06 0.04
0.01 0.01 -0.03
0.00 0.03 0.00
-0.02 0.02 0.02
-0.03 -0.01 0.04
-0.04 0.05 0.00
0.01 -0.02 -0.02
0.01 0.02 -0.04
0.02 0.03 -0.01
-0.02 -0.04 0.02
-0.07 0.00 -0.05
0.00 0.05 -0.03
0.06 0.00 -0.02
0.02 0.02 0.04
-0.10 -0.03 -0.03
0.05 -0.02 -0.06
0.02 -0.04 0.12
-0.03 0.02 0.01
0.00 0.00 0.00
0.02 -0.02 -0.04
0.14 0.41 0.06
-0.42 -0.76 -0.21
0.24 0.25 0.06
0.28 0.40 -0.07
-0.07 -0.16 0.27
0.12 -0.05 -0.02
-1.20 -1.69 0.93
0.16 0.11 0.20
-0.13 -0.35 0.01
-0.03 -0.02 0.00
-0.01 -0.08 0.02
0.05 0.09 -0.06
-0.08 0.12 0.07
-0.03 -0.04 -0.15
0.00 0.05 -0.10

Output
E: -5314.778412 a.u.
spin multiplicity: 3
LUMO energy (spin up / spin down): -3.01 / -3.19 eV
gap between HOMO and LUMO (spin up / spin down): 5.652 / 6.730 eV
total charge: +1